Here is 13 unconnected molecules or ions with the total composition C56H59F11O22 at a distorted geometry from the Open Molecules 2025 dataset. Energies are from wB97M-V/def2-TZVPD.

Positions of all 148 atoms, in Å:
1 F 5.424662 -1.582327 0.057883
2 C 4.833944 -2.673289 0.567040
3 C 5.588866 -3.721558 1.039532
4 C 5.004524 -4.710677 1.847790
5 C 3.636259 -4.737865 1.967731
6 C 2.861964 -3.697091 1.458893
7 C 3.472393 -2.662960 0.716109
8 H 6.680371 -3.633133 0.921591
9 H 5.650867 -5.506962 2.196016
10 H 3.206966 -5.644856 2.392386
11 H 1.787817 -3.777697 1.464860
12 H 2.898716 -1.811963 0.352098
13 F -3.476656 -3.308069 -1.577102
14 C -3.968609 -4.564064 -1.514681
15 C -3.706221 -5.443101 -2.608480
16 C -4.117284 -6.774444 -2.534500
17 C -4.981784 -7.132494 -1.511844
18 C -5.286303 -6.295904 -0.482268
19 C -4.754466 -5.011235 -0.453203
20 H -3.206199 -5.091847 -3.501119
21 H -3.797441 -7.447929 -3.316499
22 H -5.366918 -8.149176 -1.535040
23 H -5.991259 -6.571960 0.320077
24 H -5.033793 -4.260840 0.307042
25 F -5.808211 4.969452 -0.787726
26 C -4.970548 4.286861 0.041399
27 C -3.793523 3.827226 -0.450478
28 C -2.966712 3.076924 0.434152
29 C -3.306303 2.931187 1.797855
30 C -4.500050 3.459728 2.214045
31 C -5.316149 4.158019 1.388030
32 H -3.537306 4.012572 -1.496743
33 H -2.021204 2.797149 -0.002358
34 H -2.618174 2.332943 2.439874
35 H -4.798853 3.253707 3.262362
36 H -6.252806 4.576168 1.702007
37 F 4.505360 5.827367 6.671525
38 C 3.770764 4.767744 6.149556
39 C 3.838325 4.534069 4.780729
40 C 3.147913 3.437000 4.294443
41 C 2.521715 2.536521 5.163609
42 C 2.543948 2.841216 6.531786
43 C 3.156306 3.958865 7.031740
44 H 4.449105 5.211713 4.212835
45 H 3.243997 3.287232 3.195933
46 H 2.084008 1.650139 4.794463
47 H 1.977078 2.208993 7.230764
48 H 3.353169 4.171316 8.043208
49 F -2.171115 6.335417 0.100489
50 C -0.933209 6.080460 0.594930
51 C -0.788898 5.632341 1.900967
52 C 0.493183 5.396202 2.345823
53 C 1.542057 5.562709 1.502309
54 C 1.376461 5.991466 0.181330
55 C 0.115964 6.214453 -0.280416
56 H -1.593441 5.516003 2.584719
57 H 0.597980 5.009729 3.371167
58 H 2.494919 5.270365 1.876997
59 H 2.240205 6.037830 -0.453201
60 H -0.080972 6.658622 -1.240169
61 C -0.621244 -1.690976 -1.328514
62 C 0.120901 -1.938719 -0.083991
63 O 0.799282 -0.760690 0.355723
64 C 0.138145 0.015866 1.223565
65 O -0.880804 -0.229515 1.791936
66 C 0.898074 1.323280 1.588739
67 F 0.731994 1.546145 2.921588
68 F 2.257349 1.199188 1.339429
69 F 0.441227 2.309096 0.835099
70 H -1.303930 -2.540740 -1.570053
71 H 0.026746 -1.572778 -2.149398
72 H -1.236911 -0.843982 -1.124826
73 H 0.989569 -2.557907 -0.262704
74 H -0.513862 -2.319983 0.727796
75 C 4.745560 -6.315846 -2.057741
76 C 3.474189 -5.702960 -1.515814
77 O 2.399592 -5.743539 -2.537782
78 C 1.356470 -4.987212 -2.302799
79 O 1.207100 -4.285806 -1.342602
80 C 0.375667 -5.065938 -3.483960
81 F -0.765727 -4.471872 -3.140688
82 F 0.874163 -4.441590 -4.573585
83 F 0.085332 -6.325352 -3.859455
84 H 5.090818 -5.780942 -2.942493
85 H 4.598291 -7.388175 -2.188899
86 H 5.609555 -6.116124 -1.410737
87 H 3.539306 -4.664489 -1.294137
88 H 3.056716 -6.184834 -0.630090
89 C -4.324218 -0.330764 -0.200820
90 C -5.549639 0.502840 -0.626968
91 O -6.500346 -0.468136 -1.139128
92 C -6.158599 -1.619805 -0.500097
93 O -6.838114 -2.611000 -0.459818
94 O -4.934338 -1.603880 0.106874
95 H -3.914665 -0.048970 0.781505
96 H -3.569956 -0.546592 -0.921776
97 H -5.313507 1.189079 -1.410007
98 H -6.027257 1.042210 0.164734
99 C -2.184021 -1.293383 -4.447182
100 C -2.761273 -2.342075 -5.334006
101 O -1.651990 -2.819835 -6.093706
102 C -0.520442 -2.126982 -5.826211
103 O 0.500969 -2.186754 -6.385482
104 O -0.826373 -1.240394 -4.779178
105 H -2.326132 -1.554806 -3.405902
106 H -2.576581 -0.306322 -4.632358
107 H -3.513227 -2.048197 -6.003216
108 H -3.121803 -3.185363 -4.726616
109 C -0.154607 3.797022 -3.195865
110 C -0.558101 3.117987 -4.451066
111 O -1.512345 2.093938 -4.000679
112 C -1.392935 1.976272 -2.663125
113 O -2.014373 1.199705 -1.912830
114 O -0.426384 2.823138 -2.148263
115 H -0.749784 4.727891 -2.992466
116 H 0.907394 4.038687 -3.174265
117 H 0.267227 2.581751 -4.931879
118 H -1.080633 3.743270 -5.205244
119 C 6.091907 2.938126 2.257829
120 C 6.394283 2.070713 1.098376
121 O 5.307691 2.303450 0.192688
122 C 4.726208 3.493538 0.540613
123 O 3.947437 4.052248 -0.168398
124 O 5.255455 3.964300 1.688343
125 H 6.974591 3.349196 2.714528
126 H 5.450189 2.516218 3.051752
127 H 6.458168 1.080735 1.478260
128 H 7.296307 2.372727 0.564467
129 C -3.300288 -0.201010 5.337305
130 C -2.582255 -0.810793 4.180061
131 O -3.517491 -0.786669 3.077914
132 C -4.501900 0.087746 3.422983
133 O -5.331114 0.416905 2.674101
134 O -4.316496 0.565245 4.689052
135 H -2.619002 0.448931 5.888686
136 H -3.800669 -0.939299 5.948546
137 H -2.340795 -1.876263 4.280898
138 H -1.704297 -0.306827 3.820162
139 C 2.373678 1.671467 -1.803628
140 C 3.316357 0.509647 -1.872873
141 O 3.619162 0.347181 -3.256572
142 C 2.681535 1.046216 -4.009991
143 O 2.583522 1.004217 -5.168301
144 O 1.957071 1.804686 -3.137334
145 H 2.884009 2.579086 -1.474180
146 H 1.461367 1.422068 -1.260087
147 H 2.960128 -0.468944 -1.521522
148 H 4.252363 0.772683 -1.404523

Atoms 1-3, force components in eV/Å:
0.323 0.033 -0.496
-0.371 -0.254 0.574
1.310 0.270 0.939

The calculation puts the maximum force at 0.07589 hartree/bohr. As for the total energy: -133965.951 eV. The value obtained for the HOMO energy is -8.9 eV.

Atomic partial charges in e from the Mulliken method, atoms 1 to 6:
1. F -0.310
2. C 0.535
3. C -0.593
4. C -0.574
5. C -0.533
6. C -0.140